1.
C23H14IN3O2S in the gas phase, computed with ωB97M-V/def2-TZVPD.

The value obtained for the orbital gap is 6.94 eV. As for the SMILES: O=C1Nc2ccc(I)cc2/C1=C1/S/C(=N/c2ccccc2)N(c2ccccc2)C1=O.

```
44
Properties=species:S:1:pos:R:3:forces:R:3
I 2.081544 -1.342644 -6.496465 -1.4 -1.1 1.3
S -1.768703 -1.755752 0.938519 -0.4 -0.7 -0.6
O -3.129293 -3.788464 -0.793232 0.6 0.6 0.4
O 1.169375 -0.715226 -1.171449 -1.7 -0.2 0.9
N -1.492876 0.173171 2.590071 1.9 -1.4 -2.1
N -2.362592 -4.264325 -2.838252 1.1 0.4 -1.3
N 0.067928 0.053992 0.655692 -1.0 -1.4 0.5
C -0.622145 -2.726301 -3.079187 0.4 0.6 -0.1
C -0.353288 1.260495 4.452214 0.3 0.1 0.6
C -0.985673 1.315206 3.209571 0.2 1.0 0.6
C -1.108869 -4.178993 -4.988772 0.1 0.3 0.2
C -1.193260 -2.567635 -1.697930 1.1 0.8 0.8
C 1.938973 1.054808 1.894652 -0.8 -0.8 0.4
C -0.863887 -1.811274 -0.563671 -1.7 -1.0 -1.2
C -0.226155 3.668093 4.518214 0.2 -0.8 0.8
C 2.804171 3.149559 1.145568 -0.4 -0.6 0.5
C 0.604164 -2.482906 -5.217918 -0.1 0.4 0.7
C 1.859593 3.192395 0.112299 0.7 -0.1 0.5
C -0.131673 -3.548457 -5.772328 0.2 0.4 0.3
C 0.988187 1.065593 0.879375 1.5 2.5 -0.8
C -0.940376 -0.305131 1.507295 -2.5 0.2 2.4
C -1.230150 2.559444 2.649479 -0.6 0.4 -0.3
C 0.971312 2.137197 -0.029885 0.4 -0.2 0.5
C -2.319770 -3.570587 -1.681332 -1.4 -0.3 1.9
C 0.380733 -2.088707 -3.856686 -0.2 -0.2 -1.0
C -0.919775 3.731619 3.317611 0.6 0.2 -0.1
C 0.191922 -0.800528 -0.420245 3.2 0.2 -2.6
C 0.062266 2.423412 5.112724 -1.1 0.4 -2.1
C -1.377480 -3.731960 -3.695564 0.2 -1.1 -1.0
C 2.817049 2.083675 2.082835 0.9 1.9 -0.9
H -3.021919 -5.026842 -3.012712 0.5 0.7 0.1
H 1.949199 0.251508 2.603237 -0.1 -0.5 0.2
H 0.554427 2.400302 6.048127 0.4 -0.2 0.8
H -0.180244 0.302488 4.926819 -0.1 -0.1 -0.1
H -1.744036 2.610964 1.689308 0.1 0.0 0.2
H 1.875060 4.039566 -0.578530 -0.1 -0.4 0.2
H 3.554792 2.117331 2.911198 -0.7 -0.3 -0.7
H 0.942440 -1.258400 -3.452537 0.0 -0.2 0.1
H 0.315691 2.115582 -0.878281 -0.4 0.0 -0.1
H -1.672928 -5.022860 -5.367915 0.0 0.1 -0.2
H -1.152765 4.693022 2.855136 0.1 -0.3 0.2
H 0.030829 -3.885076 -6.802855 0.0 0.2 0.5
H 3.532936 3.940887 1.226436 0.0 0.1 0.1
H 0.105266 4.531759 5.069362 -0.1 0.4 -0.2
```
Positions in Å, forces in eV/Å.

---

2.
A molecular structure, C23H14MnN2O2PS2, computed with ωB97M-V/def2-TZVPD.

Its spin multiplicity is 4. The value obtained for the orbital gap (spin up / spin down) is 5.58 / 7.58 eV. As for the net charge: +1. The expectation value of S² is 4.23.

```
45
Properties=species:S:1:pos:R:3:forces:R:3
Mn -0.080813 2.114751 -0.428204 1.8 0.8 -0.5
S 1.359787 2.451851 -2.073004 0.2 0.3 -0.1
S 1.352687 3.440751 0.565296 0.3 0.4 0.1
P -0.112513 -0.118649 -0.103904 -0.6 -2.5 0.7
O -3.777513 1.786851 0.679796 0.5 0.1 -0.3
O -1.760513 2.061351 -0.218604 -1.3 1.0 0.3
N 3.474787 5.023551 -3.870504 0.2 0.0 -0.5
N 3.396387 6.670551 0.173296 0.1 0.4 0.4
C 1.325287 -2.448949 0.295796 -0.1 0.2 0.0
C 0.678387 0.521351 2.437796 -0.1 -0.2 -0.2
C 2.699787 -2.266449 -2.118804 0.0 0.0 -0.1
C -1.325313 -0.839449 2.357196 0.0 0.0 -0.2
C -2.856313 0.016751 -0.623104 -0.1 0.1 0.1
C 3.084787 5.839751 -0.549704 0.0 0.0 0.3
C 2.700787 4.813251 -1.443404 -0.8 -1.1 0.4
C -4.077113 -0.479649 -1.059304 0.2 0.0 0.1
C -1.682513 -0.730349 -0.800104 0.0 0.4 -0.2
C -4.130313 -1.702249 -1.709904 0.1 0.0 0.0
C -1.744213 -1.947349 -1.475304 0.1 0.0 0.2
C 1.818587 -1.261549 -1.757604 -0.1 0.0 0.1
C -2.966113 -2.422849 -1.926204 -0.1 0.0 0.0
C -2.857013 1.377151 0.029896 -1.6 -1.3 0.3
C 2.895387 -3.354149 -1.280504 0.0 0.0 0.0
C 3.135687 4.931651 -2.781404 0.0 -0.1 -0.3
C -1.400213 -0.778449 3.738496 0.0 0.0 0.0
C -0.471913 -0.043649 4.461696 -0.1 0.0 -0.1
C 1.130187 -1.355249 -0.548904 0.2 0.6 -0.2
C 2.205587 -3.447249 -0.081304 0.0 0.0 0.0
C -0.288113 -0.181449 1.704396 0.3 0.5 -0.2
C 0.576487 0.594951 3.814596 0.0 0.0 0.0
C 1.939787 3.752951 -1.049904 0.7 0.7 -0.3
H -3.008513 -3.365649 -2.449204 0.0 -0.1 0.0
H 0.786787 -2.519449 1.230096 0.0 0.0 0.1
H 3.237687 -2.205149 -3.052004 0.0 0.0 -0.1
H -4.969213 0.105151 -0.891204 0.0 0.0 0.0
H 3.591887 -4.131049 -1.556204 0.0 -0.1 -0.1
H 1.662087 -0.407049 -2.404204 0.1 0.0 -0.1
H -0.565113 0.027651 5.534196 0.0 0.0 0.1
H -0.847113 -2.530649 -1.631604 0.0 0.0 0.0
H 1.310087 1.144451 4.383696 0.1 0.0 0.0
H -2.050113 -1.415249 1.797696 -0.1 0.0 0.0
H -5.081613 -2.077949 -2.054104 0.0 -0.1 -0.1
H -2.186113 -1.312449 4.249796 -0.1 0.0 0.0
H 1.522987 0.965451 1.917796 -0.1 0.1 0.2
H 2.352387 -4.297849 0.566696 0.0 -0.1 0.0
```
Positions in Å, forces in eV/Å.

---

3.
A molecular structure, C23H15Br3N6O3V, computed with ωB97M-V/def2-TZVPD.

Its spin multiplicity is 4. The value obtained for the orbital gap (spin up / spin down) is 6.15 / 6.56 eV. The expectation value of S² is 3.76.

```
51
Properties=species:S:1:pos:R:3:forces:R:3
Br 5.571047 0.135305 -0.622646 0.0 0.0 0.1
Br 5.183738 -0.172375 5.007898 0.0 0.0 0.0
Br 0.531095 -0.585249 -3.038303 0.0 0.0 0.1
V 0.482809 -0.082692 -0.362652 0.0 -0.3 0.0
O 2.512649 -0.034769 -0.395351 0.0 0.1 -0.1
O -0.242625 -4.242791 -0.762854 0.0 0.0 0.0
O 0.163731 -2.098356 -0.290344 0.0 0.0 -0.1
N 0.257034 4.819531 -0.980970 0.0 -0.1 0.0
N -3.105492 2.052796 -1.185581 0.1 0.0 0.0
N 0.971361 -0.100398 1.759293 -0.1 0.0 0.1
N -1.659171 0.426960 -0.622222 0.0 -0.1 0.0
N -3.714145 0.852953 -1.114061 -0.1 0.1 0.0
N 0.448852 2.075110 -0.591080 0.1 0.1 0.0
C -0.814157 4.038197 -1.026720 -0.1 0.1 0.0
C -3.228682 -1.953828 -4.032743 0.0 0.0 0.0
C 1.530026 2.853920 -0.553846 0.0 0.0 0.0
C 2.913854 -0.150454 3.233017 -0.1 0.0 -0.1
C -1.279249 -2.636371 -2.125597 0.0 0.0 0.1
C 3.114030 -0.045545 0.746116 -0.1 0.0 0.1
C -0.346588 -3.048399 -0.977864 0.0 0.1 0.1
C 0.682741 -0.291406 4.107878 0.0 0.0 0.1
C 5.089270 -0.028262 2.187866 0.0 0.0 0.0
C -1.086548 -1.602095 -3.028549 0.0 0.0 -0.1
C -0.730533 2.668741 -0.829729 0.2 0.0 0.0
C -2.851487 -0.109944 -0.786154 0.1 -0.1 0.0
C 2.027698 -0.248505 4.326428 0.0 0.0 0.0
C 4.488703 0.008138 0.921675 0.0 0.0 -0.1
C -3.446445 -3.010009 -3.157175 0.0 0.0 0.0
C -2.033283 -1.252974 -3.980211 0.0 0.0 0.0
C -2.474127 -3.350060 -2.229698 0.0 0.0 0.0
C -1.307732 -0.286069 2.548060 0.0 0.0 0.0
C 2.326088 -0.095909 1.952928 0.0 0.0 -0.1
C 0.168081 -0.215921 2.798663 0.1 0.0 0.0
C -1.865696 1.749289 -0.880100 0.0 0.1 0.0
C 1.422421 4.222018 -0.745281 -0.1 0.1 0.0
C 4.324113 -0.111907 3.315942 0.1 0.0 0.1
H -3.974158 -1.685862 -4.770392 0.0 0.0 0.0
H -3.107671 -1.153683 -0.698558 0.0 0.0 0.0
H 2.422508 -0.301975 5.332185 0.0 0.0 0.0
H 2.297418 4.858589 -0.710563 0.0 -0.1 0.0
H -4.366173 -3.578134 -3.211240 0.0 0.0 0.0
H -1.673061 0.653936 2.130680 0.0 0.0 0.0
H -1.769877 4.508276 -1.224422 0.0 0.0 0.0
H -1.515825 -1.080836 1.830371 0.0 0.0 0.0
H -0.001218 -0.386602 4.940570 0.0 0.0 0.0
H -4.693233 0.771506 -1.329654 0.0 0.0 0.0
H -2.606249 -4.188232 -1.557761 0.0 0.0 0.0
H 2.479115 2.361976 -0.385586 0.0 0.0 0.0
H -1.847765 -0.487953 3.471136 0.0 0.0 0.0
H -1.833902 -0.444994 -4.670880 0.0 0.0 0.0
H 6.166688 0.005303 2.268061 0.0 0.0 0.0
```
Positions in Å, forces in eV/Å.

---

4.
A molecular structure, C23H15BrCl2MoN3O3S3, computed with ωB97M-V/def2-TZVPD.

Its spin multiplicity is 3. The value obtained for the orbital gap (spin up / spin down) is 7.41 / 6.90 eV. As for the net charge: +1. The expectation value of S² is 2.02.

```
51
Properties=species:S:1:pos:R:3:forces:R:3
Mo 0.235699 -0.274379 -0.750889 -0.1 0.0 0.0
Br 3.201135 3.268172 -3.933981 0.0 -0.1 0.0
Cl 0.708008 -1.209318 -4.373906 0.0 0.0 0.0
Cl -0.299506 -2.573636 -1.969889 0.0 0.0 0.0
S -0.545277 -1.175847 1.178012 -0.1 -0.1 0.1
S 0.640136 1.675393 0.497364 -0.1 0.1 0.0
S 3.371291 0.341482 -0.859746 0.0 0.0 0.0
O -2.720794 1.873029 -1.758073 -0.1 0.0 0.0
O -1.014887 0.445632 -1.958293 0.1 0.0 -0.1
O 2.133202 -0.606830 -1.170031 0.0 0.1 -0.1
N 0.892972 2.955120 3.939291 0.1 0.0 0.0
N -0.300318 5.103785 -2.830378 0.0 0.0 0.0
N -0.766775 -0.745166 4.847161 0.0 -0.1 0.0
C 0.306849 1.203252 2.138647 0.1 -0.1 0.0
C 5.786763 -2.405077 -2.548302 0.0 0.0 0.0
C 0.633329 2.167156 3.145486 -0.2 -0.1 0.0
C -1.583560 1.704279 -2.055345 0.0 0.1 0.1
C 3.685732 -1.405884 2.759773 0.0 0.0 0.0
C 4.385191 0.897652 2.951991 0.0 0.0 0.0
C 6.660924 -0.204164 -3.021553 0.0 0.0 0.0
C 3.696606 0.010849 0.846756 0.0 0.0 0.0
C 3.456302 -1.238095 1.405520 0.0 0.0 0.0
C -1.077636 4.085389 -2.485635 0.0 0.0 0.0
C 5.596129 0.368405 -2.339457 0.0 0.0 0.0
C 4.150715 -0.342605 3.527954 0.0 0.0 0.0
C -0.518198 -0.409397 3.777190 0.0 0.1 -0.1
C 0.633650 2.486843 -2.979398 0.0 0.0 0.0
C 1.437254 3.551791 -3.328048 0.0 0.0 0.0
C -0.660363 -2.036211 -3.660562 0.0 0.0 0.0
C -0.222131 0.000064 2.441888 0.1 0.0 0.0
C 4.655067 -0.467329 -1.755367 0.0 -0.1 0.0
C 0.936022 4.844657 -3.239602 0.0 0.0 0.0
C 4.728213 -1.852642 -1.851789 0.0 0.0 0.0
C 6.752121 -1.582847 -3.124038 0.0 0.0 0.0
C 4.149458 1.085355 1.598428 0.0 0.0 0.0
C -0.653673 2.759096 -2.534918 0.0 0.0 0.0
H 0.994873 1.471793 -3.089098 0.0 0.0 0.0
H 5.498898 1.443271 -2.261925 0.0 0.0 0.0
H -1.507569 -1.365311 -3.591712 0.0 0.0 0.0
H 3.496072 -2.365719 3.220283 0.0 0.0 0.0
H 7.408846 0.428693 -3.478557 0.0 0.0 0.0
H 7.578664 -2.026595 -3.662454 0.0 0.0 0.0
H 4.730224 1.724207 3.556854 0.0 0.0 0.0
H 3.074889 -2.054553 0.806990 0.0 0.0 0.0
H 1.553774 5.692561 -3.510029 0.0 0.0 0.0
H 4.320388 -0.482211 4.586788 0.0 0.0 0.0
H -2.077933 4.316622 -2.142545 0.0 0.0 0.0
H 3.968920 -2.482667 -1.409802 0.0 0.0 0.0
H 4.296206 2.056419 1.140977 0.0 0.0 0.0
H -0.878307 -2.943926 -4.210906 0.0 0.0 0.0
H 5.864144 -3.479285 -2.642670 0.0 0.0 0.0
```
Positions in Å, forces in eV/Å.

---

Values for maximum force, eV/A, ordered as above
4.2 2.6 0.3 0.2